13
Properties=species:S:1:pos:R:3:mulliken_charge:R:1 method="wB97M-V/def2-TZVPD" molar_mass_da=108.1 largest_force_ev_per_a=4.421 total_charge=0 e_homo_ev="-7.89 / -7.49" e_tot_ev=-11619.348
C -0.67 -0.16 0.85 -0.79
C -0.97 0.00 -0.76 0.16
C 1.66 -0.14 0.54 0.00
N 0.56 0.51 0.97 -0.17
N -0.16 -0.59 -1.58 -0.67
F -1.32 1.38 -0.98 -0.39
F 1.78 -1.48 0.63 -0.18
H -1.55 0.33 1.27 0.38
H -0.78 -1.21 0.98 0.35
H -2.03 -0.34 -0.74 0.32
H 2.47 0.44 0.13 0.44
H 0.32 1.43 0.74 0.32
H 0.68 -0.18 -2.05 0.23

14
Properties=species:S:1:pos:R:3:mulliken_charge:R:1 method="wB97M-V/def2-TZVPD" molar_mass_da=124.1 largest_force_ev_per_a=1.248 total_charge=0 e_homo_ev=-9.58 e_tot_ev=-13668.839
C -0.18 0.77 -2.00 -0.89
N -0.41 1.07 -0.60 -0.51
C 0.01 0.21 0.25 0.50
N 0.68 -0.97 -0.05 -0.18
O 0.91 -1.86 0.97 -0.40
C -0.22 0.54 1.70 0.28
F 0.94 0.59 2.41 -0.25
F -1.00 -0.44 2.26 -0.29
H 0.86 0.57 -2.21 0.36
H -0.75 -0.13 -2.35 0.28
H -0.52 1.61 -2.63 0.27
H 0.39 -1.43 -0.92 0.26
H 0.04 -2.01 1.41 0.34
H -0.74 1.48 1.77 0.23